[1]
ORCA calculation (ωB97M-V with the def2-TZVPD basis set) on C10H25As2F12N5O5Tl as an isolated structure.

## Properties
* charge: +2
* multiplicity: 2
* energy: -6887.9469 a.u.
* expectation value of S²: 1.77
* lowest unoccupied orbital energy (spin up / spin down): -10.53 / -10.83 eV
* largest force on an atom: 4.6 eV/Å
* M: 877.543 g/mol
* frontier orbital gap (spin up / spin down): 0.1618 / 0.1510 Eh

Positions of all 60 atoms, in Å:
Tl: -1.9388 15.5588 -0.2082
As: -5.9281 14.1700 -2.2288
As: 1.0320 12.5246 1.8250
F: 0.4004 13.1083 3.4383
F: -4.4010 14.8681 -1.5912
F: -7.4367 13.3650 -2.8860
F: 1.4642 12.0462 0.1519
F: 2.2269 13.8661 1.8166
F: 2.2456 11.3834 2.4996
F: -0.1716 11.2275 1.9714
F: -5.7709 15.1140 -3.7628
F: -6.1604 13.2453 -0.6652
F: -6.7698 15.5769 -1.4456
F: -0.2196 13.6854 1.0604
F: -4.9986 12.8144 -2.8646
O: -4.5144 15.8490 1.2179
O: -1.0736 13.2566 -1.7338
O: 0.0245 16.5222 1.7257
O: -3.6926 17.6063 -1.3918
O: 0.7809 15.5533 -1.1203
N: 2.1908 13.9358 -1.7225
N: 1.2155 15.9653 3.4152
N: -6.6217 15.1639 1.4018
N: -2.3502 11.4718 -1.9544
N: -4.0069 19.0614 -2.9625
C: -0.2259 11.6284 -3.2245
C: -5.6651 15.9678 1.7381
C: 0.9867 16.7840 2.4243
C: 1.8148 18.0634 2.3152
C: 1.7712 15.1747 -1.7341
C: -1.2142 12.1434 -2.2210
C: -6.0166 17.0273 2.7063
C: -5.5292 19.0073 -1.0770
C: 2.4590 16.1025 -2.6729
C: -4.3431 18.5254 -1.7991
H: -3.0270 11.8009 -1.2808
H: 1.8172 13.2254 -1.1094
H: 1.9276 16.1620 4.1039
H: 0.7927 11.7124 -2.8455
H: -7.0035 16.8356 3.1275
H: 3.0476 13.7169 -2.2105
H: -5.9277 18.0218 2.2689
H: -4.6682 19.5893 -3.5140
H: 2.6053 17.1047 -2.2700
H: -5.3045 17.0091 3.5313
H: -5.4825 19.0125 0.0120
H: -5.7415 20.0256 -1.4026
H: 1.4215 18.7985 3.0173
H: -3.3638 18.4826 -3.4835
H: -7.5315 15.5773 1.2552
H: -6.3920 18.4591 -1.4556
H: 3.4192 15.7037 -3.0002
H: -2.7139 10.8762 -2.6844
H: -0.4234 10.6279 -3.6092
H: 1.5696 18.2727 1.2739
H: 0.5581 15.2179 3.5863
H: -6.3905 14.5224 0.6567
H: 1.8974 16.1877 -3.6032
H: 2.8625 17.7714 2.3876
H: -0.2423 12.3420 -4.0482


[2]
ORCA calculation (ωB97M-V with the def2-TZVPD basis set) on a single C3H7N molecule.

## Properties
* energy: -173.2014 a.u.
* structure (SMILES): CN1CC1
* lowest unoccupied orbital energy: 1.28 eV
* largest force on an atom: 1.7 eV/Å
* energy relative to the best compared isomer or geometry (same formula, charge and spin): 106.9 kJ/mol
* M: 57.096 g/mol
* frontier orbital gap: 0.3855 Eh

Positions of all 11 atoms, in Å:
N: -0.0879 -0.0221 -0.6884
C: -1.3614 -0.0034 -0.0510
C: 0.9629 -0.7519 -0.0347
C: 0.9570 0.7289 -0.0290
H: -1.3780 -0.1431 1.0493
H: 0.7912 -1.2531 0.9372
H: -1.8324 0.9510 -0.2758
H: 0.6973 1.1859 0.9138
H: -2.0172 -0.8081 -0.4745
H: 1.6384 -1.2679 -0.7110
H: 1.6301 1.3839 -0.6359


[3]
ORCA calculation (ωB97M-V with the def2-TZVPD basis set) on a 2-piece molecular cluster, C7H11NO3 overall.

## Properties
* energy: -553.7795 a.u.
* structure (SMILES): O=C1C=CC(=O)O1.CN(C)C
* lowest unoccupied orbital energy: -0.91 eV
* largest force on an atom: 2.1 eV/Å
* energy relative to the best compared isomer or geometry (same formula, charge and spin): 148.2 kJ/mol
* M: 157.169 g/mol
* frontier orbital gap: 0.2932 Eh

Positions of all 22 atoms, in Å:
O: 2.0410 -3.8406 0.5711
O: 0.3175 -2.9771 -0.6659
O: -1.3927 -1.6721 -1.4100
N: -0.1943 1.0603 -0.1959
C: 0.9396 1.0895 -1.1060
C: -0.3663 -1.3284 0.7817
C: 0.0640 1.8375 1.0106
C: 1.1436 -3.0346 0.4854
C: -1.4634 1.3840 -0.8352
C: 0.6586 -1.9776 1.3737
C: -0.6061 -1.9451 -0.5261
H: -1.6506 0.6549 -1.6310
H: -2.2603 1.2962 -0.0860
H: 0.9750 1.4460 1.4817
H: -0.7789 1.7162 1.7014
H: 0.2045 2.9122 0.7984
H: -1.4678 2.4065 -1.2553
H: 1.1288 2.1118 -1.4834
H: 1.1111 -1.7760 2.3400
H: 0.7449 0.4227 -1.9536
H: 1.8267 0.7401 -0.5611
H: -0.9749 -0.5264 1.1652